1.
An isolated ion of composition C3H9N2O and charge +1 in a non-equilibrium geometry, computed with ωB97M-V/def2-TZVPD.

Output
Frontier orbital gap: 11.16 eV
Structure (SMILES): C[C@H]([NH3+])C(N)=O
LUMO level: -3.5725 eV
Net charge: +1
HOMO energy: -14.734 eV

Positions of all 15 atoms, in Å:
O (-0.2002, -0.3991, 1.7045)
N (1.8539, -0.1479, 0.6328)
N (-1.7740, -0.1105, -0.4086)
C (-0.2371, -0.2279, -0.7190)
C (0.5308, -0.3780, 0.6596)
C (0.0607, 1.0937, -1.4442)
H (-2.4217, -0.9219, -0.7710)
H (-0.2831, 1.1165, -2.4849)
H (-0.3480, 1.9562, -0.9153)
H (-2.2113, 0.7402, -0.7669)
H (2.5679, -0.4568, 1.3357)
H (1.2162, 1.2540, -1.5658)
H (2.3102, -0.0808, -0.3142)
H (-0.0925, -1.2354, -1.2610)
H (-1.8224, -0.2976, 0.5601)


2.
A 2-piece molecular cluster, C5H11FN3S overall in a non-equilibrium geometry, computed with ωB97M-V/def2-TZVPD.

Output
Frontier orbital gap (spin up / spin down): 6.46 / 6.45 eV
LUMO level (spin up / spin down): -4.1184 / -4.1226 eV
Net charge: +1
HOMO energy (spin up / spin down): -10.575 / -10.573 eV

Positions of all 21 atoms, in Å:
S (2.4424, 2.0304, -0.0373)
F (-0.2310, -1.8287, -0.6104)
N (-1.4115, 1.0857, -0.0681)
N (-3.4585, 0.0131, 0.2267)
N (1.9103, -1.4740, 1.2427)
C (-0.3180, 1.9695, -0.1540)
C (1.1339, -2.0463, -0.9762)
C (2.0034, -1.2109, -0.0346)
C (0.8925, 1.3779, -0.1009)
C (-2.7153, 1.1183, 0.2367)
H (-4.4897, 0.0238, 0.4132)
H (2.3127, 3.2126, -0.6338)
H (2.5828, -1.0945, 1.8975)
H (1.2346, -2.1902, 1.5286)
H (-0.5919, 2.9889, -0.0128)
H (1.2941, -3.1756, -0.7705)
H (2.8783, -0.6986, -0.4659)
H (-0.8875, 0.2714, -0.3343)
H (1.2304, -1.7342, -1.9593)
H (-3.0523, 2.1273, 0.3745)
H (-2.7595, -0.7658, 0.2385)


3.
A 2-piece molecular cluster, C6H8N2 overall in a non-equilibrium geometry, computed with ωB97M-V/def2-TZVPD.

Output
Frontier orbital gap: 8.44 eV
LUMO level: -0.1505 eV
Net charge: 0
HOMO energy: -8.590 eV

Positions of all 16 atoms, in Å:
N (-0.8298, -0.8338, 0.5003)
N (-0.6800, -1.2277, -1.9050)
C (0.9245, 0.3018, -0.7898)
C (-1.0667, 0.3662, 2.5973)
C (2.0463, 0.4379, -1.5110)
C (-0.2322, -0.6979, -0.8614)
C (-0.4129, 0.3694, 1.1148)
C (0.5460, 1.0985, 0.5283)
H (-2.2942, -0.4916, 0.2211)
H (1.0205, 1.9599, 1.2126)
H (-0.1935, -0.8006, -2.7019)
H (2.7960, 1.2677, -1.2207)
H (-2.1818, 0.4977, 2.2617)
H (-0.9385, -0.6712, 2.8937)
H (-0.8165, 1.2631, 3.1829)
H (2.3465, 0.1502, -2.4846)


4.
C2H2BiO4 as an isolated structure in a non-equilibrium geometry, computed with ωB97M-V/def2-TZVPD.

Output
Frontier orbital gap: 6.93 eV
LUMO level: -7.4746 eV
Net charge: +1
HOMO energy: -14.400 eV

Positions of all 9 atoms, in Å:
Bi (0.4784, -0.1369, 0.4586)
O (-1.2529, 0.7716, 1.0322)
O (2.8647, -2.1541, -1.3866)
O (1.6281, -1.7625, 0.4551)
O (1.4964, -0.3697, -1.2407)
C (-2.1491, 1.4760, 0.6011)
C (2.0511, -1.4654, -0.7582)
H (-3.0785, 1.6033, 1.1805)
H (-2.0381, 2.0378, -0.3419)


5.
C4H9GdO3 as an isolated structure in a non-equilibrium geometry, computed with ωB97M-V/def2-TZVPD.

Output
Expectation value of S²: 20.04
Frontier orbital gap (spin up / spin down): 8.32 / 6.14 eV
LUMO level (spin up / spin down): -3.4970 / -6.9391 eV
Net charge: +1
HOMO energy (spin up / spin down): -11.821 / -13.076 eV
Multiplicity: 9

Positions of all 17 atoms, in Å:
Gd (2.9985, -0.8651, 0.3365)
O (1.6636, -2.4282, 0.2424)
O (-1.7553, 0.9476, -1.7542)
O (0.3145, -0.0815, 1.8048)
C (-0.2916, -1.0389, 0.9422)
C (-1.6465, 2.2409, -2.1192)
C (1.4724, 0.6390, 1.2925)
C (0.3529, -2.4260, 0.7305)
H (-1.6129, 2.9330, -1.2548)
H (0.3511, -2.9149, 1.7285)
H (1.0915, 1.4188, 0.5990)
H (-0.3261, -2.9642, 0.0384)
H (1.8848, 1.1636, 2.1687)
H (-0.6258, 2.3364, -2.6055)
H (-0.0560, -0.5771, -0.0159)
H (-1.4330, -0.9390, 0.7492)
H (-2.3821, 2.5559, -2.8833)


6.
A 3-piece molecular cluster, C10H29N4O6P2S3 overall, computed with ωB97M-V/def2-TZVPD.

Output
Frontier orbital gap: 7.99 eV
LUMO level: -4.1148 eV
Net charge: +1
HOMO energy: -12.102 eV

Positions of all 54 atoms, in Å:
S (3.3423, 2.3309, -0.4299)
S (-0.7055, -0.2298, -1.2407)
S (0.0657, -4.3786, -1.1637)
P (-2.0702, 1.0948, -1.4120)
P (-4.3609, 0.3639, 2.0327)
O (2.6676, 3.3357, 0.3633)
O (-1.3321, -4.1423, -0.9594)
O (0.3184, -5.8799, -1.5711)
O (3.1914, 2.3886, -1.8492)
O (0.9828, -4.0104, -0.1249)
O (4.8551, 2.2252, -0.0495)
N (-3.9179, -0.6827, 3.0797)
N (-1.8685, 1.4623, 1.8319)
N (-1.8617, 2.4634, -0.3988)
N (-0.0936, 2.6893, 1.0878)
C (0.5593, -3.6468, -2.6841)
C (-3.1211, 3.2530, -0.1821)
C (2.8384, 0.7678, 0.1953)
C (-3.2925, 1.8586, 2.0526)
C (-1.0850, -7.2095, -0.0267)
C (-1.2521, 2.1981, 0.8337)
C (5.7892, 3.1965, -0.6241)
C (-3.7600, 3.0606, 1.2092)
C (5.6779, 4.5599, 0.0140)
C (0.3072, -6.8858, -0.5164)
H (5.7872, 4.4905, 1.0958)
H (0.2344, 2.6663, 2.0491)
H (0.3685, -2.5813, -2.5808)
H (-0.0401, -4.0671, -3.4870)
H (-1.0270, -8.0431, 0.6735)
H (-3.6182, 3.9738, 1.7835)
H (4.7206, 5.0312, -0.2034)
H (-2.2510, 1.7144, -2.6528)
H (-2.8656, 4.3021, -0.3160)
H (-5.6017, 0.9954, 2.2436)
H (0.9592, -6.5474, 0.2891)
H (-3.6980, -1.6029, 2.7200)
H (-1.5402, -6.3617, 0.4820)
H (1.6173, -3.8362, -2.8410)
H (-1.7789, 0.4740, 1.5705)
H (-3.8068, 3.0051, -0.9917)
H (3.3019, -0.0284, -0.3807)
H (-3.3706, 0.6595, -1.1063)
H (-3.3514, 2.1622, 3.1014)
H (1.7576, 0.7423, 0.0615)
H (-1.7294, -7.4928, -0.8583)
H (0.7714, -7.7496, -0.9857)
H (0.5197, 3.1137, 0.3866)
H (-4.3627, -0.0442, 0.6810)
H (6.4707, 5.1962, -0.3787)
H (3.1087, 0.6992, 1.2456)
H (-4.8398, 2.9713, 1.0723)
H (6.7612, 2.7473, -0.4393)
H (5.6289, 3.2275, -1.7014)


Calculated energy above the lowest of the compared OMol25 structures with the same formula, charge and spin in order - 127.7, 161.8, 456.7, 118.1, 821.0, 0.0 kJ/mol